Formula: H18O9
Source: the OMol25 dataset
Level of theory: wB97M-V/def2-TZVPD

Geometry (Å):
O -0.16880 -3.55169 -1.48068
H -0.75710 -3.00543 -1.98728
H -0.28009 -4.49410 -1.59896
O -0.93150 3.11067 0.82479
H -1.24901 3.48805 1.64149
H -1.01454 3.65652 0.09071
O -1.33340 -2.22422 3.32707
H -1.27864 -2.42978 2.36369
H -2.01990 -1.67689 3.56318
O -0.90372 -1.59637 0.62532
H -0.03707 -1.66974 0.20050
H -1.31802 -0.75650 0.85912
O -0.34588 3.05389 -2.38235
H -0.02354 2.44756 -1.70670
H -0.01936 2.77830 -3.30422
O -2.68273 0.95760 0.05826
H -2.77701 0.39364 -0.69380
H -1.99928 1.59312 -0.06917
O 1.71303 -2.20815 -0.65275
H 1.57188 -2.77260 -1.41615
H 2.60522 -2.13843 -0.47845
O 3.10887 1.53194 1.78333
H 3.51161 1.19605 0.95942
H 2.17601 1.58959 1.45700
O 1.46934 0.98055 -1.70891
H 1.25196 0.44859 -0.93950
H 2.20454 0.61784 -2.15035

Results
DFT total energy = -687.91057 hartree
HOMO energy = -10.35 eV
E_LUMO = -0.06 eV
SMILES string = O.O.O.O.O.O.O.O.O
Molar mass = 162.14 g/mol

Formula: H18O9
Source: the OMol25 dataset
Level of theory: wB97M-V/def2-TZVPD

Geometry (Å):
O -0.09579 0.47672 2.08997
H 0.57928 -0.00042 2.60515
H 0.26514 1.35241 2.02235
O 0.42740 -3.12486 0.18984
H 0.52612 -2.25920 -0.08553
H -0.41942 -3.44607 0.40185
O -1.71377 2.49482 0.16244
H -2.56885 2.49305 -0.22896
H -1.93653 3.05423 0.80178
O -0.08723 -0.44533 -0.40298
H -0.33129 0.02455 0.48789
H 0.75000 -0.17436 -0.65450
O 1.96403 1.41455 -0.90288
H 2.09519 0.98218 -1.70777
H 1.46192 2.17410 -1.10643
O 2.18300 -0.37618 -3.16276
H 1.66787 -0.18497 -3.89743
H 1.73239 -1.27244 -2.80802
O -2.80030 -0.36831 -1.31875
H -1.93548 -0.54694 -1.27786
H -2.76223 -0.16329 -0.37440
O 3.08579 -1.32295 1.57381
H 3.12297 -0.39772 1.12451
H 2.27282 -1.40242 2.00501
O -2.83694 0.19819 1.37556
H -2.04098 -0.28261 1.42975
H -2.60509 1.10327 1.65840

Results
DFT total energy = -687.88045 hartree
HOMO energy = -10.39 eV
E_LUMO = -0.24 eV
SMILES string = O.O.O.O.O.O.O.O.O
Molar mass = 162.14 g/mol

Formula: H18O9
Source: the OMol25 dataset
Level of theory: wB97M-V/def2-TZVPD

Geometry (Å):
O -2.67322 -0.06524 -1.77098
H -2.83120 -0.42609 -0.89181
H -1.89568 -0.54597 -2.08215
O -0.87560 -2.74241 -2.36271
H -0.34173 -1.94202 -2.24992
H -1.22704 -2.67968 -3.25537
O -1.29309 -1.46277 1.18200
H -1.68478 -1.49545 2.05975
H -1.23942 -0.52700 0.95825
O 3.45390 0.43406 2.27953
H 3.36879 1.37395 2.46547
H 4.36601 0.31742 1.99502
O -0.94837 2.40197 -2.21487
H -1.71809 2.29710 -1.64276
H -0.28679 2.85283 -1.67773
O 0.12166 -0.10855 -2.45139
H -0.33457 0.76206 -2.43149
H 0.85305 0.01108 -3.06587
O 1.94020 -1.85243 2.67221
H 2.36179 -2.24594 3.44008
H 2.55857 -1.16904 2.36967
O 0.44935 0.62375 0.39644
H 0.45293 0.46308 -0.55872
H 0.96127 -0.10711 0.76596
O -1.17765 2.17170 2.34752
H -0.71271 1.34200 2.20081
H -1.64759 2.31869 1.52305

Results
DFT total energy = -687.95171 hartree
HOMO energy = -10.92 eV
E_LUMO = 0.09 eV
SMILES string = O.O.O.O.O.O.O.O.O
Molar mass = 162.14 g/mol

Formula: H18O9
Source: the OMol25 dataset
Level of theory: wB97M-V/def2-TZVPD

Geometry (Å):
O -3.05200 21.85500 -5.03800
H -2.30700 21.59500 -4.54300
H -2.60200 22.07800 -5.85500
O -0.54900 24.63400 -4.56400
H -1.13700 24.25900 -3.91300
H -1.04200 24.81600 -5.38500
O -5.98600 24.64400 -7.22300
H -5.33000 24.74700 -7.94900
H -6.71400 25.18900 -7.43700
O -2.58200 22.40100 -7.87300
H -3.16000 21.64500 -7.90400
H -1.72100 21.99700 -8.14300
O -1.04500 24.34900 -9.85500
H -1.55900 23.74900 -10.32800
H -0.62100 23.86900 -9.19300
O -3.92500 24.35300 -9.23700
H -3.30500 24.81400 -9.74800
H -3.41000 23.64800 -8.86200
O -2.27800 25.05300 -6.68800
H -2.68600 24.43100 -7.26300
H -2.86400 25.11400 -5.90500
O -4.19300 24.78500 -4.72900
H -4.90400 24.74200 -5.38300
H -4.23200 23.93900 -4.25000
O -2.10000 26.46200 -3.10900
H -1.55300 26.00700 -3.70800
H -3.04000 26.49200 -3.34200

Results
DFT total energy = -687.94553 hartree
HOMO energy = -10.52 eV
E_LUMO = -0.55 eV
SMILES string = O.O.O.O.O.O.O.O.O
Molar mass = 162.14 g/mol

Formula: H18O9
Source: the OMol25 dataset
Level of theory: wB97M-V/def2-TZVPD

Geometry (Å):
H 0.42049 -0.55846 -0.19362
H -0.47348 -0.63160 1.06380
H -4.00669 1.31493 -0.90694
H -4.60029 0.48738 -2.11949
H 4.98965 0.03256 -0.30184
H 4.59520 -0.21512 1.11187
H 2.98198 -2.41816 -2.25523
H 3.51724 -2.79822 -0.97226
H -1.73921 -1.85571 3.69286
H -2.32528 -3.25482 4.07989
H -1.69839 -2.45359 -0.74065
H -1.65340 -1.50344 -1.96765
H 0.20892 0.07738 -2.20184
H 1.48459 0.32417 -1.60830
H -1.47476 3.39911 -0.71960
H -0.96603 3.75760 -2.07907
H -0.11796 2.65076 3.03182
H 1.31762 2.33286 3.61153
O -0.45976 -0.32600 0.20142
O -3.87914 0.61307 -1.46606
O 4.61319 0.48483 0.44502
O 2.78369 -2.32895 -1.30477
O -2.43210 -2.57658 3.40491
O -1.54223 -2.42779 -1.63165
O 0.89028 0.73852 -2.11887
O -1.17685 4.10328 -1.18386
O 0.74273 3.03202 3.12859

Results
DFT total energy = -687.87019 hartree
HOMO energy = -10.94 eV
E_LUMO = -0.07 eV
SMILES string = O.O.O.O.O.O.O.O.O
Molar mass = 162.13 g/mol

Formula: H18O9Xe
Source: the OMol25 dataset
Level of theory: wB97M-V/def2-TZVPD

Geometry (Å):
Xe 0.04799 0.33468 1.36274
O -2.92741 2.93178 -0.53843
H -3.27404 2.03958 -0.54520
H -2.01781 2.83799 -0.82140
O 0.21618 -3.20121 2.31425
H 0.83212 -2.76542 1.72523
H 0.63112 -4.03939 2.51799
O -0.73791 0.14229 -2.30025
H -0.40753 0.02714 -3.19121
H -0.51154 1.04467 -2.07511
O 2.20085 3.13113 -0.08793
H 2.52919 3.56900 -0.87324
H 2.96664 2.68854 0.27799
O -0.41069 2.91296 -1.67716
H 0.38964 3.00354 -1.15995
H -0.14454 3.12872 -2.57094
O -3.25628 0.01985 -1.11899
H -3.19555 -0.78675 -0.60718
H -2.40141 0.10064 -1.54195
O 0.27953 -1.23124 5.17666
H -0.08522 -0.36121 5.33866
H -0.08484 -1.49044 4.33033
O 0.85802 -2.48326 -1.49521
H 0.02331 -2.02619 -1.59804
H 0.73865 -3.30927 -1.96392
O 2.50829 -2.04125 0.75666
H 1.87385 -2.05863 0.04013
H 3.35941 -2.11823 0.32550

Results
DFT total energy = -1017.31166 hartree
HOMO energy = -10.19 eV
E_LUMO = -0.25 eV
Molar mass = 293.43 g/mol

Formula: H18O9Xe
Source: the OMol25 dataset
Level of theory: wB97M-V/def2-TZVPD

Geometry (Å):
Xe -0.40859 0.31982 -0.36633
O -3.71386 1.14452 0.21221
H -3.86872 0.52169 -0.49796
H -3.70478 0.60760 1.00458
O 1.03702 -2.62961 -3.06688
H 1.58074 -3.38198 -2.83334
H 0.93160 -2.14614 -2.24751
O -1.92223 2.76913 1.68981
H -2.33372 2.22333 1.01973
H -2.65570 3.15707 2.16705
O 0.62513 -3.51793 1.47030
H 1.01657 -2.96790 0.79171
H 0.13298 -4.18158 0.98699
O 2.17714 2.70451 -2.57685
H 2.51604 3.59938 -2.55255
H 1.25249 2.79169 -2.34521
O 3.16854 0.39609 1.42396
H 4.10837 0.48908 1.57989
H 3.09791 -0.33879 0.81471
O -1.28519 -2.08421 2.83024
H -1.02093 -1.59985 3.61242
H -0.46195 -2.37965 2.44138
O -3.11150 3.25107 -1.65685
H -2.98086 2.47060 -1.11830
H -3.39466 3.92466 -1.03852
O 2.74596 -1.64152 -0.38030
H 3.13243 -1.11492 -1.07999
H 3.33972 -2.38617 -0.28448

Results
DFT total energy = -1017.28836 hartree
HOMO energy = -10.89 eV
E_LUMO = -0.15 eV
Molar mass = 293.43 g/mol

Formula: H19O10
Source: the OMol25 dataset
Level of theory: wB97M-V/def2-TZVPD

Geometry (Å):
O 1.00881 -0.66475 1.26048
H -0.63384 -1.85990 -1.05538
H 1.21162 -2.97011 2.69807
O -2.10363 -0.25383 -2.77207
H -1.76107 -1.01229 -2.61356
H 1.17579 -0.31646 0.30809
O 2.56246 1.15997 1.77940
H -3.07216 -0.24970 -2.97398
H 1.71669 1.68673 2.10215
O 1.05370 1.40746 -2.79464
H -0.53703 0.68028 2.01719
H 1.11559 -1.56710 1.05226
O -1.47943 0.22253 1.92297
H 1.23841 -1.28628 -1.58494
H 1.22011 0.41964 -2.32037
O -2.82848 2.63133 0.15827
H -2.58825 2.74536 -0.65519
H -2.27440 1.91658 0.54031
O -0.08574 2.16928 -0.48757
H 0.01525 2.30722 0.55333
H -1.89074 -2.74174 -0.68134
O -1.19590 -2.51270 -1.35310
H 2.02833 -1.67198 2.84108
H -1.50482 -0.10187 1.01077
O 2.10186 -2.61088 2.94220
H 2.47116 0.28388 1.78820
O 0.86443 -0.68380 -0.89008
H 1.80857 1.71023 -2.39435
H 0.36270 1.16293 -0.39822

Results
Net charge = -1
DFT total energy = -763.70390 hartree
HOMO energy = -5.95 eV
E_LUMO = 2.99 eV
Molar mass = 179.14 g/mol

Formula: H19O10
Source: the OMol25 dataset
Level of theory: wB97M-V/def2-TZVPD

Geometry (Å):
O 0.01858 0.30915 0.47287
H -0.20266 -0.39587 -0.21561
O 3.28548 0.90588 -0.09731
H 2.79798 1.16688 0.52898
H 2.59399 0.71213 -0.68230
O 1.78012 0.84592 2.42911
H 2.43476 0.19884 2.76910
H 1.08188 0.60330 1.61838
O -1.02297 -1.42878 -3.07278
H -0.84421 -1.30201 -3.96211
H -0.62969 -0.69833 -2.82722
O 0.91763 -2.29121 1.30747
H 0.59514 -1.35500 1.34325
H 1.50431 -2.46227 0.61008
O -2.48813 0.00707 1.61881
H -3.18210 0.20925 1.04098
H -1.63766 0.37045 1.20216
O -1.50828 1.61895 -2.00915
H -1.01603 1.39295 -1.30297
H -2.44160 1.16851 -1.91801
O 1.31692 0.52021 -2.11484
H 1.52011 1.41486 -2.23502
H 1.08324 0.57617 -1.16471
O -0.48290 2.84126 0.73783
H -0.40733 1.86192 0.60962
H -0.82133 2.88147 1.59827
O -1.45023 -3.52605 0.99839
H -2.06409 -3.22311 1.54211
H -0.73094 -2.92257 1.17461

Results
Net charge = -1
DFT total energy = -763.78537 hartree
HOMO energy = -7.12 eV
E_LUMO = 3.14 eV
Molar mass = 179.14 g/mol

Formula: H2
Source: the OMol25 dataset
Level of theory: wB97M-V/def2-TZVPD

Geometry (Å):
H -0.43046 0.06612 1.26107
H 0.43046 -0.06612 -1.26107

Results
DFT total energy = -0.91827 hartree
HOMO energy = -9.53 eV
E_LUMO = -3.53 eV
Molar mass = 2.02 g/mol